No. 1
Here is a molecular structure, C36H34As2F5ORhSSe in a non-equilibrium geometry from the Open Molecules 2025 dataset. Energies are from wB97M-V/def2-TZVPD.

```
81
Properties=species:S:1:pos:R:3:forces:R:3
Rh 0.167215 -0.719819 0.771618 -0.902 0.589 -0.250
C -0.586814 1.156709 -2.173896 -0.064 -0.121 0.189
C 0.374500 2.219029 -1.638265 0.385 -0.235 0.166
As 0.437838 2.428503 0.351940 0.063 0.670 -0.146
C 1.688931 1.003780 0.932472 0.492 0.298 0.189
C 1.554296 0.549199 2.271505 -0.035 0.364 -0.268
C 2.472455 -0.364528 2.802346 0.196 -0.102 0.073
C 3.549470 -0.795471 2.044523 -0.235 0.001 0.153
C 3.742946 -0.288138 0.760200 -0.129 0.054 -0.050
C 2.821993 0.586309 0.207430 0.060 0.112 -0.044
C 1.726512 3.936303 0.393518 -0.173 -0.332 0.146
C 2.968793 3.811715 1.006560 -0.087 -0.229 -0.239
C 3.880792 4.850443 0.937485 -0.068 0.234 0.048
C 3.529915 6.040457 0.316818 0.044 -0.070 0.003
C 2.276000 6.185310 -0.259046 0.030 0.122 0.176
C 1.365645 5.145345 -0.200094 -0.218 -0.394 -0.098
As 0.031478 -0.667979 -1.716643 -0.070 0.271 -1.804
C 1.545783 -0.839036 -2.941676 -0.134 0.019 0.405
C 2.756352 -1.374939 -2.526070 -0.175 0.021 0.281
C 3.809166 -1.465472 -3.420796 0.098 -0.069 -0.050
C 3.646821 -1.034690 -4.727799 0.016 0.003 0.052
C 2.430074 -0.522238 -5.149262 -0.036 -0.022 -0.039
C 1.375771 -0.430381 -4.260440 -0.261 0.050 0.192
C -1.228203 -1.907764 -2.552796 0.076 0.200 0.418
C -1.144615 -3.244245 -2.177368 0.254 0.103 0.252
C -1.997617 -4.180008 -2.732725 0.033 -0.099 -0.003
C -2.915594 -3.789312 -3.693605 -0.090 0.002 0.007
C -2.982760 -2.465240 -4.094011 0.035 0.084 0.006
C -2.152699 -1.516196 -3.514367 0.096 0.236 0.103
H -0.659807 1.262211 -3.266215 -0.005 -0.228 0.318
H -1.588840 1.282380 -1.749142 0.162 -0.041 -0.175
H 0.069351 3.198444 -2.022936 0.084 -0.075 0.195
H 1.391769 2.038328 -2.008177 -0.138 0.108 -0.007
H 0.823847 1.030069 2.922291 -0.014 -0.254 -0.160
H 2.363745 -0.693006 3.828020 0.006 -0.011 0.019
H 4.251639 -1.503669 2.458303 0.086 0.005 0.052
H 4.627589 -0.568052 0.206096 0.007 -0.021 -0.095
H 3.004720 0.995360 -0.779589 -0.056 -0.081 -0.023
H 3.243051 2.899648 1.520560 0.073 -0.003 -0.032
H 4.862926 4.732758 1.368818 0.057 0.032 0.126
H 4.227025 6.863497 0.304906 0.098 0.054 -0.104
H 2.004787 7.117526 -0.734292 -0.042 0.020 0.006
H 0.370328 5.270429 -0.614760 0.070 0.041 -0.081
H 2.864745 -1.718165 -1.500391 0.093 0.000 -0.139
H 4.754812 -1.878181 -3.104000 0.081 -0.053 0.030
H 4.465592 -1.105476 -5.424419 0.130 -0.015 -0.081
H 2.297840 -0.202400 -6.170804 0.001 0.026 -0.108
H 0.412822 -0.057260 -4.591443 0.094 0.008 -0.098
H -0.394286 -3.558552 -1.451773 -0.145 -0.033 -0.200
H -1.942497 -5.211618 -2.418944 0.020 -0.083 -0.011
H -3.588643 -4.513881 -4.125172 -0.015 -0.083 -0.067
H -3.680878 -2.165796 -4.860733 -0.085 0.031 -0.037
H -2.229170 -0.479318 -3.821315 -0.008 -0.021 -0.015
F 0.282782 -3.596785 7.160639 -0.129 0.021 -0.528
C 0.072219 -3.496358 5.863274 0.056 -0.155 0.009
C 0.127157 -4.634846 5.049484 0.025 -0.122 -0.147
F 0.367507 -5.817479 5.583629 -0.022 0.174 -0.020
C -0.041917 -4.505685 3.676766 0.006 -0.276 -0.028
F 0.047723 -5.558333 2.871258 0.029 0.103 0.512
C -0.279220 -3.259235 3.094070 -0.018 0.266 -0.420
Se -0.353539 -3.082533 1.228646 -0.129 -0.829 0.695
C -0.387371 -2.149955 3.929858 0.117 0.304 0.187
F -0.659389 -0.953247 3.361730 0.040 -0.328 0.678
C -0.188927 -2.244979 5.296508 -0.087 0.378 -0.333
F -0.217432 -1.154434 6.052921 -0.067 -0.230 -0.054
C -5.341255 1.669702 -0.489279 -0.058 0.064 0.026
C -4.372832 0.548141 -0.183994 0.338 0.340 0.302
S -2.814857 1.188213 0.549638 -1.250 0.406 0.046
O -2.021422 -0.097732 0.661843 1.302 -1.132 0.282
C -3.312518 1.538197 2.277423 0.098 -0.169 -0.399
C -3.891630 0.316451 2.952003 -0.020 -0.094 0.014
H -6.192530 1.261819 -1.030241 -0.067 0.035 0.012
H -4.886475 2.437085 -1.111979 0.011 0.070 -0.046
H -5.712377 2.134330 0.422654 -0.065 0.049 -0.001
H -4.051017 0.029330 -1.088191 0.155 0.014 0.038
H -4.791061 -0.182587 0.504229 0.112 -0.095 0.015
H -4.004612 2.376137 2.244811 0.020 0.172 -0.041
H -2.385862 1.860197 2.759751 -0.027 0.097 -0.170
H -4.930958 0.162050 2.677648 -0.079 -0.054 0.020
H -3.846085 0.430412 4.031734 -0.005 0.023 0.077
H -3.311010 -0.560798 2.670722 -0.044 -0.114 0.095
```
Positions in Å, forces in eV/Å.

- total charge = +2
- ⟨S²⟩ = 6.026
- E_LUMO (spin up / spin down) (eV) = -4.987 / -8.930
- HOMO (spin up / spin down) (eV) = -13.41 / -13.42
- multiplicity = 5



No. 2
Here is a molecular structure, C42H44CrP2 in a non-equilibrium geometry from the Open Molecules 2025 dataset. Energies are from wB97M-V/def2-TZVPD.

```
89
Properties=species:S:1:pos:R:3:forces:R:3
Cr 0.184681 0.136743 3.986092 2.166 -0.961 1.024
C -1.791726 -0.478998 4.599245 -1.406 -0.218 -2.312
C -1.766809 -0.361197 3.178347 -1.819 -1.096 1.557
C -2.387855 0.820566 2.460830 -0.178 0.307 -0.386
C -1.384125 1.951287 2.145595 -0.224 -0.389 -0.634
C -0.254809 2.048530 3.137820 -0.957 1.320 2.014
C -0.539126 2.113185 4.534571 0.197 2.036 -1.496
C -1.920498 2.006174 5.131072 -0.443 0.271 0.613
C -2.396796 0.575129 5.468085 0.203 0.479 0.567
C 1.689033 -1.044772 3.206238 -0.249 0.074 -0.508
H -1.855393 -1.491048 5.015399 0.715 0.229 -0.146
H -1.786988 -1.315999 2.638649 0.431 0.413 0.306
H -3.234392 1.242547 3.028464 0.328 -0.376 -0.059
H -2.821867 0.467787 1.511527 0.153 0.078 0.313
H -0.951579 1.785112 1.150194 -0.102 -0.007 0.146
H -1.951679 2.895454 2.081131 0.349 -0.056 0.090
H 0.679651 2.489163 2.742886 -0.315 -0.459 0.520
H 0.148081 2.673550 5.187534 0.107 -0.792 -0.423
H -2.668276 2.519980 4.509432 0.312 -0.138 -0.026
H -1.918451 2.557763 6.083858 0.104 -0.096 -0.311
H -2.172285 0.350964 6.521818 0.023 0.086 -0.350
H -3.491956 0.566376 5.386591 0.042 -0.245 -0.114
H 1.860913 -1.879725 3.889750 0.217 -0.052 -0.144
H 2.622640 -0.437989 3.119421 -0.510 -0.360 0.185
H 1.432742 -1.437678 2.214269 0.215 -0.069 0.048
P -0.049540 -1.842586 -3.691298 0.126 -0.908 0.539
P 1.765686 0.546788 -4.171004 1.249 0.163 -0.448
C -0.820040 -0.319531 -4.299564 0.723 1.170 -0.480
C 0.017105 0.712729 -4.605905 -1.031 -0.931 0.056
C -0.641576 -3.078962 -4.910191 -0.105 -0.157 -0.101
C -1.731247 -2.840436 -5.757459 0.171 -0.454 -0.162
C -2.077294 -3.775107 -6.737869 0.163 -0.144 0.084
C -1.345990 -4.962170 -6.865017 0.095 0.250 0.280
C -0.254284 -5.206752 -6.016583 -0.250 0.086 -0.059
C 0.107776 -4.269625 -5.048256 -0.524 0.330 -0.186
C -1.043595 -2.158762 -2.170905 -0.297 0.150 -0.155
C -0.766496 -1.294110 -1.097773 -0.338 -0.461 -0.135
C -1.432518 -1.450703 0.109811 0.040 0.079 -0.131
C -2.430645 -2.419205 0.258266 0.232 0.037 -0.313
C -2.716722 -3.268957 -0.814708 0.088 0.070 0.098
C -2.013015 -3.161040 -2.020010 0.104 0.325 0.265
C 2.562825 1.113562 -5.772273 -0.434 0.210 0.071
C 2.409705 0.272705 -6.894217 0.259 0.536 0.149
C 2.990327 0.630352 -8.113727 -0.025 0.100 0.160
C 3.705866 1.827720 -8.239066 -0.099 -0.042 0.256
C 3.830508 2.675853 -7.134703 -0.051 -0.222 0.004
C 3.267293 2.321004 -5.903938 -0.091 -0.227 -0.238
C 2.017651 1.995893 -3.080008 0.001 0.104 0.087
C 3.230866 2.071888 -2.365266 -0.452 0.240 -0.159
C 3.486619 3.168132 -1.544689 -0.179 0.096 -0.054
C 2.533907 4.187810 -1.419391 -0.015 -0.185 -0.141
C 1.317319 4.090440 -2.098745 0.028 -0.069 0.112
C 1.047036 2.988894 -2.911869 0.444 0.114 0.174
H -1.903003 -0.295385 -4.456367 0.313 0.305 -0.075
H -0.289554 1.627534 -5.124593 -0.304 -0.300 0.242
H -2.310304 -1.922554 -5.665299 0.133 -0.279 -0.064
H -2.920753 -3.572428 -7.401504 0.252 -0.112 0.193
H -1.627783 -5.695817 -7.621339 0.115 0.204 0.196
H 0.313847 -6.133749 -6.115427 -0.160 0.281 0.013
H 0.965699 -4.448286 -4.396127 -0.233 0.083 -0.202
H -0.041276 -0.488719 -1.207988 0.015 -0.223 0.001
H -1.139651 -0.797677 0.927166 -0.142 -0.199 -0.261
H -2.980027 -2.503816 1.198474 0.155 -0.057 -0.280
H -3.496893 -4.022399 -0.709385 0.194 0.138 -0.040
H -2.231078 -3.839864 -2.845723 0.044 0.186 0.205
H 1.815295 -0.639909 -6.808236 0.247 0.167 -0.038
H 2.877789 -0.026812 -8.974388 0.018 0.137 0.156
H 4.158042 2.102041 -9.195571 -0.175 -0.105 0.323
H 4.363595 3.623645 -7.226672 -0.123 -0.274 0.004
H 3.358780 3.000646 -5.053365 -0.010 -0.246 -0.251
H 3.962678 1.269193 -2.462654 -0.154 0.190 0.007
H 4.428646 3.230714 -1.000303 -0.229 -0.006 -0.122
H 2.739239 5.053694 -0.788505 -0.056 -0.247 -0.164
H 0.564767 4.871699 -1.998842 0.194 -0.127 0.043
H 0.086603 2.904311 -3.417691 0.251 0.133 0.125
C 1.172546 0.141699 5.875881 0.340 -0.053 -0.224
C 0.401866 0.043858 7.132730 0.114 0.034 -0.127
C 0.115354 1.172856 7.924672 -0.279 -0.303 -0.010
C -0.706745 1.060458 9.047458 0.006 -0.330 0.140
C -1.211534 -0.190055 9.443942 0.069 0.154 -0.325
C -0.892765 -1.322384 8.679889 0.138 0.162 0.059
C -0.083993 -1.212824 7.553426 -0.193 0.500 0.122
H 1.769238 1.072854 5.812784 0.122 -0.590 0.197
H 1.767822 -0.774597 5.718798 0.112 0.633 0.266
H 0.547853 2.137524 7.640429 -0.208 -0.269 0.126
H -0.943293 1.949707 9.635411 0.093 -0.250 -0.123
H -1.836936 -0.288318 10.335141 0.210 0.096 -0.333
H -1.264677 -2.305138 8.967722 0.052 0.218 0.032
H 0.179967 -2.090408 6.963613 -0.109 0.108 0.141
```
Positions in Å, forces in eV/Å.

- ⟨S²⟩ = 6.060
- E_LUMO (spin up / spin down) (eV) = 0.049 / -0.880
- HOMO (spin up / spin down) (eV) = -6.77 / -7.30
- ΔE to the lowest compared entry with this formula, charge and spin (kcal per mole) = 1.0
- multiplicity = 5



| no. | energy (hartree) |
| --- | --- |
| 1 | -9347.8248 |
| 2 | -3353.7829 |